1.
Density functional theory data (ωB97M-V/def2-TZVPD) for a 4-piece molecular cluster, C31H46Br2N5O6P overall in a non-equilibrium geometry.

Geometry as ORCA input:
```
! RIJCOSX wB97M-V def2-TZVPD def2/J DEFGRID3
* xyz 0 1
C -3.389 -5.400 -0.055
C -3.075 -4.179 -1.060
C -4.278 -3.474 -1.748
C -3.938 -2.316 -2.741
C -2.464 -1.835 -3.016
C -1.242 -2.551 -2.317
C 0.226 -2.036 -2.686
C 1.257 -2.005 -1.471
C 1.713 -3.309 -0.784
C 2.725 -3.291 0.418
C 3.221 -4.586 1.222
C 1.987 -5.186 2.098
C 1.901 -4.579 3.582
Br -0.006 -4.446 4.198
C 3.271 -1.921 0.868
C 2.876 -0.541 0.184
N 3.521 0.634 0.711
C 3.076 1.751 -0.057
C 3.722 3.187 0.336
C 4.969 3.589 -0.632
C 5.371 2.374 -1.640
Br 6.937 2.838 -2.804
C 2.046 1.748 -1.227
P 1.628 3.384 -2.096
O 1.009 4.436 -1.148
O 0.377 3.006 -3.231
O 2.940 3.950 -3.006
N 1.428 0.550 -1.691
C 1.860 -0.621 -0.981
C -1.598 -3.718 -1.363
H -2.649 -6.285 -0.172
H -3.486 -5.052 1.042
H -4.436 -5.779 -0.350
H -5.326 -3.836 -1.495
H -4.842 -1.829 -3.267
H -2.360 -0.982 -3.762
H 0.090 -0.997 -3.179
H 0.617 -2.712 -3.543
H 1.292 -4.306 -1.135
H 3.623 -5.353 0.477
H 4.053 -4.280 1.961
H 2.098 -6.321 2.147
H 1.019 -4.906 1.526
H 2.404 -3.545 3.645
H 2.519 -5.263 4.281
H 4.027 -1.898 1.740
H 2.934 4.016 0.441
H 4.193 3.054 1.386
H 5.927 3.767 -0.006
H 4.782 4.574 -1.188
H 5.648 1.422 -1.042
H 4.527 2.089 -2.352
H -0.432 3.036 -2.653
H 2.687 4.700 -3.595
H -0.782 -4.314 -0.842
C 0.545 8.641 2.518
N 1.259 7.381 2.514
C 1.923 6.793 1.484
C 1.945 7.506 0.159
O 2.480 5.714 1.651
H 0.999 9.288 3.272
H -0.493 8.443 2.792
H 0.575 9.137 1.550
H 1.289 6.843 3.368
H 2.511 6.914 -0.561
H 0.928 7.628 -0.217
H 2.430 8.479 0.265
C -3.715 -10.247 -3.122
N -3.016 -9.790 -1.940
C -2.144 -8.751 -1.826
C -1.838 -7.947 -3.061
O -1.636 -8.496 -0.741
H -4.788 -10.194 -2.927
H -3.436 -11.287 -3.304
H -3.476 -9.649 -3.999
H -3.170 -10.280 -1.071
H -1.130 -7.156 -2.813
H -1.389 -8.587 -3.823
H -2.751 -7.485 -3.444
C -4.400 6.460 5.253
N -3.507 7.263 4.446
C -3.545 7.473 3.102
C -4.638 6.804 2.314
O -2.704 8.188 2.571
H -4.858 7.107 6.005
H -3.810 5.691 5.755
H -5.180 5.988 4.660
H -2.747 7.745 4.906
H -4.536 7.064 1.260
H -4.559 5.719 2.411
H -5.615 7.145 2.663
*
```

Output
- SMILES: Cc1cccc(Cc2cc(CCCBr)cc3nc(CCCBr)c(P(=O)(O)O)nc23)c1.CNC(C)=O.CNC(C)=O.CNC(C)=O
- Energy above the lowest of the compared OMol25 structures with the same formula, charge and spin: 184.00 kcal/mol
- Frontier orbital gap: 7.33 eV
- HOMO level: -8.36 eV


2.
Density functional theory data (ωB97M-V/def2-TZVPD) for a 7-piece molecular cluster, C20H23F6N4O20 overall in a non-equilibrium geometry.

Geometry as ORCA input:
```
! RIJCOSX wB97M-V def2-TZVPD def2/J DEFGRID3
* xyz 1 1
O 0.481 -5.730 -2.374
N -0.433 -4.727 -2.585
C -1.686 -5.051 -2.871
N -2.155 -6.300 -2.954
C -3.440 -6.126 -3.260
O -4.275 -7.108 -3.463
N -3.764 -4.849 -3.336
N -2.631 -4.121 -3.097
H 0.526 -6.216 -3.208
H -0.188 -3.744 -2.510
H -3.890 -7.900 -3.060
H -4.678 -4.480 -3.541
H -2.545 -3.109 -3.103
C -0.725 -0.948 -0.489
C -1.158 0.404 -0.997
O -1.071 0.244 -2.416
C -1.287 -1.061 -2.670
O -1.522 -1.522 -3.746
O -1.184 -1.810 -1.552
F -0.304 1.379 -0.615
H 0.356 -1.030 -0.398
H -1.175 -1.213 0.458
H -2.176 0.689 -0.725
C 4.203 -2.282 -1.591
C 3.252 -1.631 -0.615
O 2.132 -1.339 -1.439
C 2.120 -2.264 -2.429
O 1.174 -2.463 -3.126
O 3.292 -2.915 -2.508
F 3.740 -0.471 -0.117
H 4.806 -1.548 -2.127
H 4.860 -3.010 -1.124
H 2.937 -2.271 0.210
C -0.922 1.219 3.621
C 0.046 0.692 4.650
O 0.219 -0.662 4.235
C 0.031 -0.689 2.898
O 0.349 -1.584 2.183
O -0.568 0.446 2.462
F -0.486 0.711 5.890
H -1.959 1.017 3.890
H -0.802 2.278 3.436
H 1.013 1.196 4.664
C -4.397 3.110 -3.589
C -3.393 4.226 -3.422
O -3.528 4.553 -2.047
C -3.929 3.422 -1.408
O -3.884 3.258 -0.237
O -4.375 2.494 -2.294
F -3.713 5.305 -4.169
H -5.398 3.490 -3.795
H -4.118 2.401 -4.364
H -2.359 3.940 -3.626
C 4.269 0.739 3.045
C 3.448 1.549 4.018
O 2.324 0.715 4.235
C 2.743 -0.575 4.056
O 2.144 -1.531 4.401
O 3.946 -0.602 3.423
F 3.031 2.720 3.470
H 3.962 0.907 2.012
H 5.337 0.924 3.132
H 3.941 1.753 4.969
C 0.871 4.201 1.459
C 1.858 5.329 1.650
O 1.704 5.641 3.025
C 1.314 4.499 3.652
O 1.342 4.318 4.819
O 0.890 3.573 2.748
F 1.528 6.411 0.909
H -0.134 4.567 1.246
H 1.167 3.503 0.680
H 2.897 5.060 1.454
*
```

Output
- Frontier orbital gap: 10.01 eV
- HOMO level: -12.36 eV


3.
Density functional theory data (ωB97M-V/def2-TZVPD) for C19H18F5N5O4SrTe as an isolated structure in a non-equilibrium geometry.

Geometry as ORCA input:
```
! RIJCOSX wB97M-V def2-TZVPD def2/J DEFGRID3
* xyz 0 1
Sr 0.396 -0.442 -0.497
O -1.230 0.165 1.237
N -1.574 -0.645 2.152
N -1.070 -1.811 2.033
O -0.271 -2.139 1.050
C -1.355 -2.789 3.045
C -2.170 -2.478 4.127
C -2.416 -3.449 5.082
C -1.856 -4.715 4.965
C -1.044 -5.008 3.880
C -0.789 -4.046 2.913
H -2.602 -1.492 4.212
H -3.051 -3.213 5.925
H -2.053 -5.467 5.717
H -0.603 -5.991 3.781
H -0.160 -4.252 2.061
F 0.442 -0.994 -2.876
Te 2.379 -0.952 -3.016
F 2.302 -2.731 -2.420
F 4.174 -1.085 -3.466
F 2.029 -1.631 -4.699
F 2.222 0.732 -3.832
O 2.621 -0.293 -1.361
C 4.479 2.823 -6.349
C 3.188 3.560 -6.123
C 3.163 4.928 -5.878
C 1.972 5.592 -5.624
C 0.772 4.895 -5.618
N -0.427 5.606 -5.346
C -1.622 5.100 -4.893
O -2.690 5.590 -5.187
N -1.558 3.993 -4.048
C -0.624 3.689 -3.049
C 0.386 4.543 -2.611
C 1.261 4.095 -1.638
C 1.105 2.827 -1.112
N 0.114 2.021 -1.493
C -0.719 2.443 -2.438
C 0.777 3.533 -5.899
C 1.973 2.881 -6.140
H 5.306 3.514 -6.512
H 4.412 2.164 -7.215
H 4.725 2.202 -5.485
H 4.092 5.486 -5.876
H 1.973 6.656 -5.415
H -0.534 6.511 -5.775
H -2.473 3.589 -3.922
H 0.486 5.537 -3.019
H 2.064 4.730 -1.289
H 1.794 2.452 -0.363
H -1.502 1.757 -2.747
H -0.155 2.984 -5.937
H 1.958 1.818 -6.344
*
```

Output
- Energy above the lowest of the compared OMol25 structures with the same formula, charge and spin: 0.62 kcal/mol
- Frontier orbital gap: 7.55 eV
- HOMO level: -8.43 eV